Record 1
20
Properties=species:S:1:pos:R:3 method="wB97M-V/def2-TZVPD" smiles="CC/C=C/N.O.O" total_charge=0 gap_ha=0.3310 lumo_energy_ev=0.8 multiplicity=1 e_above_lowest_ev=0.8261
C -2.321 1.155 -0.179
C -2.055 -0.248 0.395
C -0.599 -0.368 0.741
C 0.047 -1.543 0.806
N 1.433 -1.682 0.672
H -2.238 1.849 0.667
H -3.396 1.295 -0.353
H -1.695 1.522 -0.984
H -2.656 -0.316 1.306
H -2.331 -1.017 -0.325
H 0.017 0.522 0.808
H -0.459 -2.502 0.835
H 1.922 -2.364 1.238
H 1.980 -0.844 0.734
H 1.355 -0.896 -1.278
H 1.018 0.176 -2.435
O 1.627 -0.086 -1.746
H 3.294 2.356 -0.404
H 2.238 1.311 -0.589
O 2.820 1.678 0.090



Record 2
111
Properties=species:S:1:pos:R:3 method="wB97M-V/def2-TZVPD" total_charge=-1 gap_ha=0.2501 lumo_energy_ev=2.0 multiplicity=1 e_above_lowest_ev=1.0186
K -0.207 -0.164 -0.086
I 0.731 4.221 6.548
C 0.790 3.198 4.702
C 0.309 3.805 3.560
C 0.393 3.126 2.358
I -0.403 4.127 0.682
C 0.962 1.828 2.203
O 1.101 1.233 1.069
C 1.378 1.235 3.440
C 1.996 -0.143 3.431
N 1.288 -1.181 2.714
C 0.083 -1.691 3.339
C -0.391 -2.971 2.693
C -1.235 -3.836 3.390
C -1.648 -5.007 2.786
C -1.232 -5.278 1.489
C -0.422 -4.347 0.863
N -0.004 -3.227 1.447
C 1.306 1.915 4.641
H -0.135 4.789 3.599
H 2.138 -0.478 4.463
H 2.994 -0.071 2.981
H 1.070 -0.846 1.788
H -0.763 -0.986 3.299
H 0.302 -1.889 4.393
H -1.556 -3.589 4.394
H -2.284 -5.707 3.314
H -1.527 -6.186 0.981
H -0.080 -4.500 -0.157
H 1.672 1.434 5.541
C 0.007 3.780 -4.382
C -1.129 3.636 -3.371
As -0.970 1.972 -2.287
C -2.796 1.899 -1.498
C -3.852 2.862 -2.032
C -1.202 0.653 -3.742
C -2.449 0.751 -4.613
H -0.084 4.714 -4.941
H 0.004 2.959 -5.102
H 0.975 3.780 -3.876
H -2.091 3.671 -3.880
H -1.099 4.473 -2.670
H -2.673 2.059 -0.427
H -3.137 0.865 -1.604
H -3.554 3.899 -1.868
H -4.802 2.703 -1.517
H -4.025 2.723 -3.101
H -1.158 -0.317 -3.244
H -0.303 0.711 -4.362
H -3.356 0.613 -4.020
H -2.442 -0.020 -5.388
H -2.517 1.719 -5.115
O 1.547 -0.263 -1.422
As 2.985 0.224 -0.846
C 3.857 -0.881 0.465
C 5.096 -0.483 0.973
C 5.791 -1.310 1.836
C 5.250 -2.542 2.192
C 4.040 -2.951 1.660
C 3.346 -2.127 0.784
C 4.226 -0.019 -2.344
C 5.468 -0.639 -2.267
C 6.240 -0.809 -3.409
C 5.778 -0.367 -4.639
C 4.529 0.233 -4.728
C 3.758 0.397 -3.589
C 3.246 2.107 -0.478
C 2.835 2.977 -1.480
C 3.013 4.342 -1.335
C 3.593 4.844 -0.180
C 3.985 3.978 0.831
C 3.817 2.610 0.683
H 5.514 0.475 0.685
H 6.750 -1.000 2.232
H 5.784 -3.183 2.884
H 3.611 -3.903 1.944
H 2.405 -2.449 0.361
H 5.836 -1.004 -1.317
H 7.205 -1.296 -3.334
H 6.382 -0.501 -5.527
H 4.152 0.566 -5.687
H 2.763 0.822 -3.656
H 2.342 2.577 -2.358
H 2.676 5.020 -2.110
H 3.711 5.913 -0.057
H 4.413 4.374 1.743
H 4.087 1.945 1.493
N -9.471 -1.530 4.990
C -8.465 -1.406 4.441
C -7.227 -1.258 3.757
C -7.209 -1.008 2.380
C -6.014 -0.857 1.713
C -4.783 -0.948 2.389
C -4.819 -1.201 3.773
C -6.011 -1.351 4.445
C -3.555 -0.795 1.699
C -2.504 -0.668 1.065
H -8.151 -0.928 1.853
H -6.006 -0.658 0.649
H -3.880 -1.268 4.306
H -6.025 -1.534 5.512
C -2.645 -4.091 -3.352
C -2.396 -2.905 -2.440
C -3.624 -2.275 -1.847
O -1.274 -2.486 -2.265
H -3.105 -3.730 -4.275
H -3.339 -4.793 -2.890
H -1.709 -4.594 -3.588
H -4.380 -3.024 -1.613
H -4.048 -1.577 -2.577
H -3.363 -1.714 -0.949



Record 3
114
Properties=species:S:1:pos:R:3 method="wB97M-V/def2-TZVPD" total_charge=-2 gap_ha=0.1633 lumo_energy_ev=3.4 multiplicity=1
Hf -0.132 -0.206 0.431
F -0.966 -0.074 -1.769
F 0.234 2.058 -0.081
F -4.080 -0.459 -1.197
F -2.096 -3.103 -2.526
F 2.137 -0.331 -0.311
F -1.876 -1.780 0.676
C -7.088 2.089 -5.585
C -5.959 1.554 -4.775
C -5.794 2.122 -3.338
O -4.383 2.167 -3.111
C -4.024 2.900 -1.990
N -5.993 0.069 -4.792
H -6.933 2.238 -6.654
H -7.290 3.097 -5.225
H -8.036 1.560 -5.483
H -5.071 1.800 -5.357
H -6.399 1.580 -2.612
H -6.154 3.148 -3.262
H -4.208 3.945 -2.241
H -2.944 2.787 -1.895
H -4.432 2.549 -1.043
H -6.307 -0.186 -5.718
H -6.744 -0.301 -4.228
C -4.414 -0.986 4.961
C -3.686 -2.332 4.812
O -2.545 -2.062 4.045
O -3.896 -0.113 5.968
H -5.467 -1.150 5.188
H -4.530 -0.436 4.027
H -4.207 -3.086 4.223
H -3.326 -2.777 5.740
H -2.040 -2.873 3.953
H -3.010 0.149 5.706
C 4.333 1.271 -4.356
C 3.794 1.165 -2.848
O 4.139 -0.023 -2.020
O 3.562 1.986 -5.250
H 4.471 0.334 -4.896
H 5.309 1.757 -4.359
H 2.711 1.288 -2.869
H 4.073 2.066 -2.303
H 3.392 -0.101 -1.423
H 3.906 1.743 -6.113
C 1.076 -4.662 -1.467
C 1.042 -3.478 -0.402
O 0.276 -2.483 -0.826
O -0.206 -5.190 -1.717
H 1.807 -5.375 -1.086
H 1.479 -4.371 -2.437
H 2.023 -3.011 -0.326
H 0.876 -3.700 0.652
H -0.337 -2.774 -1.505
H -0.778 -4.534 -2.122
C 0.951 4.985 -1.783
C -0.236 4.295 -2.559
O -0.050 2.844 -2.650
O 1.036 4.537 -0.375
H 0.809 6.063 -1.851
H 1.847 4.735 -2.352
H -0.423 4.784 -3.515
H -1.135 4.440 -1.961
H 0.134 2.508 -1.769
H 0.616 3.694 -0.192
C 3.911 2.722 1.195
C 4.707 3.748 0.565
O 5.015 4.847 1.462
O 2.705 3.224 1.650
H 4.433 2.262 2.034
H 3.757 1.900 0.496
H 4.213 4.125 -0.331
H 5.678 3.476 0.152
H 4.119 5.150 1.627
H 2.073 3.333 0.935
C 1.109 -5.450 3.032
C 0.022 -4.768 3.868
O -0.688 -3.807 3.125
O 2.215 -4.488 2.830
H 0.571 -5.800 2.151
H 1.413 -6.369 3.534
H 0.586 -4.329 4.691
H -0.743 -5.446 4.245
H -1.170 -4.273 2.438
H 2.955 -4.946 2.425
C 6.239 -2.285 -0.269
C 5.106 -2.222 0.750
O 4.675 -0.859 1.033
O 5.722 -2.357 -1.553
H 6.736 -3.247 -0.146
H 7.054 -1.578 -0.113
H 5.625 -2.622 1.621
H 4.296 -2.918 0.533
H 4.027 -0.559 0.391
H 5.257 -1.520 -1.621
C -2.153 1.482 2.572
C -3.200 1.366 1.371
O -2.381 1.072 0.269
O -1.413 0.222 2.613
H -2.731 1.570 3.492
H -1.531 2.371 2.669
H -3.797 2.270 1.248
H -3.881 0.529 1.525
H -2.952 0.745 -0.430
H -1.835 -0.264 3.326
C 1.762 -1.246 2.961
C 1.662 0.254 3.279
O 1.347 0.875 2.094
O 0.706 -1.719 2.174
H 1.978 -1.882 3.819
H 2.527 -1.404 2.200
H 2.588 0.777 3.518
H 0.864 0.393 4.009
H 1.641 1.789 2.083
H 0.342 -2.496 2.604



Record 4
15
Properties=species:S:1:pos:R:3 method="wB97M-V/def2-TZVPD" total_charge=+1 gap_ha="0.3118 / 0.3643" lumo_energy_ev="-3.5 / -6.0" multiplicity=3 s_squared=2.0232 e_above_lowest_ev=2.9451
C 0.975 1.619 -0.283
C 0.988 1.561 1.050
C -0.748 -1.603 -1.477
C -0.629 -0.489 0.756
C -0.267 -0.561 -0.697
C 0.882 0.200 -0.414
N 0.635 0.119 1.137
H 1.024 2.391 -1.066
H 1.032 2.261 1.995
H -1.486 -2.165 -1.114
H -0.451 -1.676 -2.508
H -1.594 0.000 0.897
H -0.729 -1.424 1.259
H -0.869 0.263 -1.259
H 1.239 -0.497 1.725



Record 5
74
Properties=species:S:1:pos:R:3 method="wB97M-V/def2-TZVPD" smiles="O=S(=O)(Cl)CCCC[C@@]1(F)COS(=O)(=O)O1.O=C1c2ccccc2C(=O)c2ccccc21.O=C1c2ccccc2C(=O)c2ccccc21" total_charge=0 gap_ha=0.3234 lumo_energy_ev=-1.3 multiplicity=1 e_above_lowest_ev=0.0206
O -0.947 3.826 -6.733
S 0.027 4.027 -5.702
O 0.856 5.188 -5.784
Cl -1.002 4.045 -3.946
C 1.043 2.559 -5.624
C 0.279 1.305 -5.157
C 0.896 0.507 -4.006
C 0.860 1.141 -2.615
C 1.981 2.136 -2.280
F 1.492 3.408 -2.293
C 2.529 1.946 -0.851
O 3.740 1.177 -0.952
S 4.231 1.040 -2.435
O 4.019 -0.271 -2.937
O 5.502 1.634 -2.618
O 3.101 2.004 -3.091
H 1.938 2.795 -5.058
H 1.326 2.457 -6.669
H -0.743 1.563 -4.892
H 0.236 0.633 -6.011
H 1.901 0.167 -4.241
H 0.293 -0.398 -3.926
H 0.976 0.319 -1.910
H -0.114 1.578 -2.411
H 1.842 1.507 -0.138
H 2.819 2.928 -0.481
C -0.167 2.443 5.967
C -0.464 2.460 4.608
C 0.123 1.539 3.758
C 1.018 0.603 4.259
C 1.329 0.598 5.621
C 0.727 1.516 6.472
C 2.315 -0.371 6.180
O 2.579 -0.381 7.363
C 2.968 -1.324 5.238
C 3.927 -2.204 5.724
C 4.536 -3.103 4.866
C 4.187 -3.133 3.521
C 3.235 -2.257 3.030
C 2.627 -1.345 3.884
C 1.627 -0.390 3.331
O 1.321 -0.419 2.156
H -0.633 3.158 6.631
H -1.157 3.191 4.214
H -0.109 1.541 2.702
H 0.966 1.498 7.526
H 4.191 -2.176 6.772
H 5.286 -3.784 5.246
H 4.661 -3.840 2.854
H 2.960 -2.271 1.985
C -1.194 -4.048 0.715
C -2.361 -4.385 1.393
C -3.553 -3.754 1.083
C -3.584 -2.776 0.098
C -2.408 -2.425 -0.571
C -1.217 -3.071 -0.264
C -2.406 -1.352 -1.602
O -1.386 -1.044 -2.187
C -3.691 -0.653 -1.884
C -3.697 0.387 -2.800
C -4.873 1.058 -3.084
C -6.057 0.675 -2.461
C -6.058 -0.364 -1.544
C -4.874 -1.025 -1.244
C -4.882 -2.117 -0.229
O -5.910 -2.455 0.317
H -0.266 -4.548 0.956
H -2.339 -5.142 2.165
H -4.466 -4.013 1.602
H -0.314 -2.799 -0.792
H -2.771 0.672 -3.281
H -4.872 1.876 -3.792
H -6.979 1.192 -2.688
H -6.972 -0.663 -1.051



Record 6
46
Properties=species:S:1:pos:R:3 method="wB97M-V/def2-TZVPD" total_charge=+1 gap_ha="0.2879 / 0.2140" lumo_energy_ev="-3.4 / -5.4" multiplicity=2 s_squared=0.7569 e_above_lowest_ev=1.1393
Ir -0.658 0.370 0.767
C 2.699 1.354 1.680
C 2.712 1.001 0.195
S 1.755 -0.427 -0.338
C 2.379 -1.795 0.667
C 1.186 -2.672 1.014
S -0.204 -1.772 1.743
C 0.345 -1.390 3.420
C 1.429 -0.336 3.555
S 1.126 1.181 2.577
H 3.440 0.778 2.234
H 2.986 2.401 1.766
H 2.288 1.813 -0.388
H 3.739 0.841 -0.138
H 3.090 -2.365 0.066
H 2.902 -1.437 1.547
H 0.778 -3.140 0.117
H 1.447 -3.477 1.701
H -0.568 -1.064 3.912
H 0.644 -2.333 3.882
H 1.472 -0.041 4.604
H 2.408 -0.734 3.303
O -1.707 0.419 2.432
C -3.017 0.135 2.522
C -3.579 0.385 3.781
C -4.897 0.078 4.034
C -5.695 -0.488 3.045
C -5.158 -0.717 1.800
C -3.823 -0.404 1.502
C -3.339 -0.616 0.146
N -2.076 -0.606 -0.274
C -2.068 -0.789 -1.644
C -3.342 -0.984 -2.045
N -4.122 -0.871 -0.917
H -2.955 0.836 4.540
H -5.312 0.283 5.012
H -6.725 -0.744 3.250
H -5.784 -1.166 1.039
H -1.155 -0.756 -2.210
H -3.764 -1.175 -3.015
H -5.125 -0.917 -0.885
O 0.391 2.936 0.472
S -0.476 2.563 -0.632
O -0.792 3.504 -1.638
O 0.028 1.203 -1.178
O -1.739 1.927 0.036



Record 7
21
Properties=species:S:1:pos:R:3 method="wB97M-V/def2-TZVPD" total_charge=+2 gap_ha="0.2125 / 0.2194" lumo_energy_ev="-9.2 / -9.1" multiplicity=5 s_squared=6.0276 e_above_lowest_ev=0.2994
O -0.888 1.567 -5.613
C -0.513 1.348 -4.555
Ho -0.445 -0.594 -1.116
C -0.042 -2.977 -0.293
O 0.033 -4.002 0.240
C 1.647 0.983 -1.422
O 2.590 1.311 -0.739
C -1.534 1.547 -1.040
O -2.066 2.522 -0.708
C 1.661 -0.927 -2.033
O 2.563 -1.193 -2.740
H 0.901 1.685 -1.947
N -1.194 -0.053 3.006
C 0.175 -0.182 3.256
C 0.753 -0.311 2.031
N -0.249 -0.201 1.045
C -1.431 -0.086 1.685
H -1.918 0.039 3.713
H 0.573 -0.219 4.260
H 1.795 -0.343 1.764
H -2.411 0.084 1.204



Record 8
19
Properties=species:S:1:pos:R:3 method="wB97M-V/def2-TZVPD" total_charge=+1 gap_ha=0.3290 lumo_energy_ev=-4.9 multiplicity=1 e_above_lowest_ev=2.2462
C -2.720 1.386 -0.953
C -1.330 2.144 -0.926
C -0.514 0.977 -0.704
C 0.099 0.772 0.472
N 0.755 -0.468 0.689
C 1.140 -0.919 1.810
H -2.900 0.617 -1.645
H -3.187 0.932 -0.039
H -3.588 2.137 -1.202
H -1.078 2.549 -1.817
H -1.309 2.820 -0.081
H -0.357 0.178 -1.503
H 0.176 1.402 1.301
H 0.914 -1.140 -0.056
H 1.157 -0.205 2.682
H 1.266 -1.948 2.023
H 3.659 -4.521 -0.034
H 4.307 -3.143 0.156
O 3.510 -3.569 -0.172